(1)
Density functional theory data (ωB97M-V with the def2-TZVPD basis set) for an isolated molecule of C3H5NO.

Calculated values
Energy relative to the best compared isomer or geometry (same formula, charge and spin)   416.6 kJ/mol
HOMO-LUMO gap (alpha / beta)   7.56 / 8.29 eV
Lowest unoccupied orbital energy (alpha / beta)   0.41 / 0.71 eV
HOMO (alpha / beta)   -0.263 / -0.279 Eh
Maximum force   0.661 eV/A

```
! RIJCOSX wB97M-V def2-TZVPD def2/J DEFGRID3
* xyz 0 1
O 1.803 0.735 0.084
C 0.625 0.376 -0.594
C 0.581 1.434 0.397
C -1.161 -1.193 -0.112
N 0.083 -0.881 -0.393
H 0.214 1.255 1.411
H 0.529 2.468 0.061
H -1.803 -0.409 0.270
H -1.559 -2.151 -0.417
H 0.689 -1.635 -0.706
*
```

(2)
Density functional theory data (ωB97M-V with the def2-TZVPD basis set) for an isolated molecule of C3H5NO at a distorted geometry.

Calculated values
Energy relative to the best compared isomer or geometry (same formula, charge and spin)   58.2 kJ/mol
HOMO-LUMO gap   12.09 eV
Structure (SMILES)   C[C@@H](O)C#N
Lowest unoccupied orbital energy   0.70 eV
HOMO   -0.419 Eh
Maximum force   1.143 eV/A

```
! RIJCOSX wB97M-V def2-TZVPD def2/J DEFGRID3
* xyz 0 1
C 1.061 0.546 -0.162
C -0.279 0.023 0.357
O -1.315 0.790 -0.226
C -0.448 -1.397 -0.037
N -0.651 -2.468 -0.424
H 1.018 0.553 -1.254
H 1.910 -0.076 0.141
H 1.229 1.566 0.191
H -0.377 0.119 1.446
H -2.149 0.342 -0.030
*
```

- Which of these has the highest maximum force?
  number 2

- Which value of maximum force does entry 1 give?
  0.661 eV/A